Computed, not measured: a structure of composition C14H26BN2O2SV, with ωB97M-V/def2-TZVPD.

The value obtained for the gap between HOMO and LUMO (alpha / beta) is 0.30163 / 0.29759 Eh. Its relative energy (zero: lowest compared OMol25 entry of this formula, charge and spin) is 0.0 kcal per mole. Its lowest unoccupied orbital energy (alpha / beta) is -2.70 / -2.91 eV.

Structure (ORCA input):
```
! wB97M-V def2-TZVPD RIJCOSX def2/J DEFGRID3
* xyz 1 4
V -0.93 -0.15 0.19
C -3.56 1.57 0.77
N -2.65 1.16 -0.31
C -2.15 2.37 -0.99
C -3.39 0.28 -1.25
C -2.52 -0.24 -2.38
N -1.28 -0.89 -1.89
C -1.52 -2.32 -1.62
C -0.22 -0.76 -2.90
H -4.43 2.10 0.37
H -3.03 2.23 1.46
H -3.90 0.69 1.32
H -2.96 2.92 -1.47
H -1.40 2.10 -1.74
H -1.66 3.01 -0.26
H -4.24 0.83 -1.69
H -3.82 -0.54 -0.66
H -2.23 0.58 -3.03
H -3.10 -0.94 -2.99
H -1.77 -2.86 -2.54
H -2.34 -2.45 -0.91
H -0.61 -2.76 -1.19
H -0.55 -1.17 -3.86
H 0.66 -1.30 -2.55
H 0.04 0.29 -3.02
O 2.24 1.01 0.66
B 1.21 0.26 0.09
O 1.76 -0.97 -0.38
C 3.09 -0.96 -0.04
C 4.05 -1.92 -0.24
C 5.34 -1.63 0.21
C 5.63 -0.42 0.83
C 4.65 0.55 1.03
C 3.38 0.25 0.58
H 3.82 -2.86 -0.73
H 6.12 -2.36 0.08
H 6.64 -0.22 1.17
H 4.87 1.50 1.50
C -0.23 1.78 2.99
S -0.96 0.16 2.70
C 0.38 -0.90 3.29
H 0.73 1.86 2.47
H -0.11 1.93 4.06
H -0.91 2.53 2.60
H 0.54 -0.71 4.35
H 1.29 -0.72 2.73
H 0.06 -1.93 3.17
*
```